Record 1
DFT (ωB97M-V/def2-TZVPD) results for one molecule with the formula CHNO in a non-equilibrium geometry.

Output
Frontier orbital gap in eV: 11.913
Relative energy (zero: lowest compared OMol25 entry of this formula, charge and spin) in kJ/mol: 0.0
LUMO in hartree: 0.025
Structure (SMILES): N=C=O
Electronic energy in eV: -4590.7264

```
4
Properties=species:S:1:pos:R:3:mulliken_charge:R:1
C -0.07 -0.46 0.01 0.587
N -0.05 0.68 0.41 -0.463
O -0.05 -1.61 -0.19 -0.393
H 0.17 1.39 -0.23 0.268
```

---

Record 2
DFT (ωB97M-V/def2-TZVPD) results for a 11-piece molecular cluster, C19H60N10O11 overall in a non-equilibrium geometry.

Output
Frontier orbital gap in eV: 7.762
Relative energy (zero: lowest compared OMol25 entry of this formula, charge and spin) in kJ/mol: 1199.4
LUMO in hartree: -0.007
Structure (SMILES): NC(N)=O.NC(N)=O.NC(N)=O.NC(N)=O.NC(N)=O.CC(C)O.CC(C)O.CC(C)O.CC(C)O.CO.CO
Electronic energy in eV: -58092.3282

```
100
Properties=species:S:1:pos:R:3:mulliken_charge:R:1
C -28.57 8.27 21.72 -0.525
O -28.20 7.50 22.75 -0.537
H -27.78 8.39 20.98 0.113
H -28.89 9.30 22.01 0.436
H -29.40 7.77 21.17 0.170
H -27.58 7.96 23.24 0.308
C -28.63 4.82 15.08 -0.488
O -28.54 6.16 14.77 -0.569
H -27.96 4.45 15.85 0.339
H -28.51 4.27 14.16 0.359
H -29.65 4.56 15.42 -0.093
H -29.45 6.50 14.76 0.141
C -24.58 6.17 19.30 0.323
O -24.52 4.83 19.37 -0.773
N -25.65 6.84 19.24 0.154
N -23.58 6.99 19.30 -0.273
H -26.41 6.20 19.59 -0.081
H -25.96 7.29 18.35 0.303
H -22.66 6.56 19.17 0.288
H -23.72 7.91 19.05 0.241
C -25.60 10.31 20.20 0.527
O -26.43 10.58 19.14 -0.811
N -25.18 11.15 21.03 -0.335
N -25.22 9.14 20.56 -0.257
H -25.38 12.08 20.74 0.359
H -24.51 11.08 21.72 0.179
H -25.63 8.24 20.12 0.247
H -24.37 8.95 21.05 0.302
C -26.75 8.77 16.12 0.008
O -26.42 7.62 16.93 -0.789
N -27.26 8.66 14.95 -0.228
N -26.70 10.01 16.52 0.248
H -27.81 7.81 14.80 0.210
H -27.46 9.56 14.44 0.420
H -26.51 10.13 17.48 0.095
H -27.06 10.87 15.98 0.213
C -28.68 11.41 14.62 -0.035
O -30.07 11.36 14.42 -0.668
N -27.81 10.88 13.81 -0.397
N -28.10 12.19 15.48 -0.342
H -28.28 10.52 12.90 0.357
H -26.81 11.17 13.70 0.314
H -28.69 12.80 16.05 0.286
H -27.27 12.79 15.32 0.267
C -31.43 8.22 13.17 0.304
O -30.13 8.30 13.65 -0.528
N -31.89 9.01 12.24 -0.451
N -32.28 7.36 13.51 -0.229
H -31.27 9.81 12.03 0.277
H -32.76 8.95 11.79 0.133
H -31.87 6.91 14.34 0.242
H -33.22 7.19 13.23 0.242
C -32.71 4.55 15.24 -1.462
C -32.13 5.62 16.25 0.390
C -31.67 4.85 17.49 -1.386
O -31.22 6.22 15.71 0.329
H -31.89 3.98 14.80 0.252
H -33.31 4.97 14.44 0.397
H -33.37 3.81 15.75 0.411
H -32.88 6.38 16.48 0.445
H -31.19 5.44 18.25 0.295
H -30.88 4.18 17.17 0.238
H -32.43 4.20 17.96 0.442
H -31.15 7.06 16.20 -0.038
C -28.10 4.72 18.49 -1.582
C -28.59 5.16 19.83 1.797
C -29.33 3.96 20.43 -1.862
O -27.64 5.47 20.58 -0.676
H -28.87 4.30 17.87 0.356
H -27.41 3.96 18.64 0.559
H -27.70 5.62 18.09 0.115
H -29.32 5.99 19.76 -0.356
H -29.81 4.31 21.34 0.414
H -28.75 3.09 20.68 0.420
H -30.04 3.59 19.73 0.344
H -27.85 5.91 21.40 0.400
C -27.07 15.64 20.03 -1.379
C -26.96 14.30 20.73 0.514
C -27.87 13.17 20.22 -1.013
O -25.84 13.78 20.55 -0.528
H -26.95 15.58 18.96 0.272
H -26.44 16.42 20.50 0.442
H -28.06 16.09 20.26 0.352
H -27.12 14.43 21.83 0.169
H -27.79 13.07 19.15 0.229
H -28.91 13.46 20.41 0.512
H -27.66 12.19 20.58 -0.033
H -25.18 14.38 20.95 0.299
C -30.00 10.42 17.89 -1.936
C -30.02 9.13 17.02 2.371
C -29.50 7.89 17.75 -1.162
O -31.15 8.77 16.59 -0.698
H -30.37 11.32 17.37 0.321
H -29.03 10.81 18.27 0.108
H -30.56 10.21 18.77 0.496
H -29.37 9.27 16.18 -0.666
H -29.09 7.18 17.01 -0.269
H -30.28 7.37 18.33 0.650
H -28.74 8.21 18.45 0.283
H -31.26 9.20 15.78 0.426
```

---

Record 3
DFT (ωB97M-V/def2-TZVPD) results for a 4-piece molecular cluster, C19H45FNO3 overall.

Output
Frontier orbital gap in eV: 8.013
Net charge: +1
LUMO in hartree: -0.122
Electronic energy in eV: -30775.5154

```
69
Properties=species:S:1:pos:R:3:mulliken_charge:R:1
C 1.12 0.94 -0.47 -0.436
C 1.05 -0.59 -0.45 -0.228
C 1.99 -1.23 -1.45 0.272
F 1.56 -2.52 -1.71 -0.377
C 3.48 -1.32 -1.07 0.226
C 4.37 -0.40 -1.93 -0.888
C 5.59 -0.13 -1.06 -0.648
N 4.93 0.09 0.28 -0.105
C 3.88 -1.00 0.39 -1.219
H 2.13 1.33 -0.31 0.112
H 0.49 1.34 0.33 -0.262
H 0.74 1.33 -1.41 0.404
H 1.21 -0.97 0.56 0.242
H 0.04 -0.91 -0.71 -0.062
H 1.92 -0.68 -2.40 0.350
H 3.76 -2.36 -1.27 0.519
H 3.86 0.55 -2.13 0.357
H 4.64 -0.84 -2.89 0.427
H 6.19 0.74 -1.32 0.418
H 6.22 -1.00 -0.95 0.331
H 4.47 1.00 0.28 0.381
H 5.58 0.08 1.06 0.350
H 4.36 -1.85 0.88 0.332
H 3.08 -0.64 1.02 0.492
C -2.92 -5.86 -3.48 -1.021
C -3.47 -4.45 -3.40 -0.350
O -2.77 -3.60 -2.50 -0.340
C -1.40 -3.39 -2.79 0.386
C -1.14 -2.72 -4.12 -1.263
H -2.86 -6.31 -2.48 0.283
H -3.58 -6.47 -4.09 0.403
H -1.93 -5.89 -3.93 0.247
H -4.49 -4.46 -3.02 0.339
H -3.50 -4.00 -4.40 0.292
H -0.83 -4.33 -2.72 0.296
H -1.04 -2.76 -1.98 -0.306
H -1.41 -3.36 -4.96 0.377
H -0.08 -2.49 -4.21 0.366
H -1.71 -1.79 -4.20 0.309
C -3.36 1.11 2.60 -1.550
C -2.25 0.82 1.61 0.643
O -1.61 -0.44 1.80 -0.355
C -2.45 -1.58 1.70 -0.495
C -3.14 -1.72 0.36 -0.895
H -3.00 1.01 3.62 0.339
H -3.70 2.14 2.45 0.423
H -4.22 0.46 2.46 0.396
H -1.45 1.55 1.73 -0.415
H -2.61 0.90 0.59 0.327
H -3.20 -1.57 2.51 0.332
H -1.79 -2.43 1.89 0.350
H -3.86 -0.93 0.17 0.273
H -3.67 -2.67 0.32 0.437
H -2.41 -1.72 -0.46 0.166
C -0.19 6.93 3.08 -1.057
C -1.16 5.76 2.99 -0.304
O -0.77 4.76 2.06 -0.424
C 0.47 4.14 2.31 0.054
C 0.54 3.39 3.63 -1.052
H -0.02 7.36 2.09 0.293
H -0.62 7.71 3.72 0.396
H 0.77 6.65 3.50 0.260
H -2.13 6.10 2.64 0.337
H -1.31 5.32 3.99 0.299
H 1.30 4.85 2.23 0.377
H 0.59 3.43 1.48 -0.118
H 0.51 4.06 4.49 0.366
H 1.48 2.83 3.70 0.383
H -0.29 2.69 3.72 0.209
```